Arrangement A

C5H15N2 | ωB97M-V/def2-TZVPD

Bonds (Å) are listed after each position.
Positions of all 22 atoms, in Å:
1 C -2.86 0.49 0.49  C2 1.496, H8 1.089, H9 1.084, H10 1.106
2 C -1.48 -0.08 0.44  C1 1.496, C3 1.563, H11 1.065, H22 1.167
3 C -0.93 0.05 -1.02  C2 1.563, C4 1.565, H12 1.059, H13 1.127
4 C 0.60 -0.28 -1.10  C3 1.565, C5 1.536, H14 1.038, H15 1.024
5 C 1.65 0.70 -0.55  C4 1.536, N6 1.506, H16 1.092, H17 1.046
6 N 3.04 0.20 -0.28  C5 1.506, H18 1.028, H19 1.102
7 N 1.20 -0.76 1.78  H20 1.002, H21 1.018
8 H -2.88 1.38 1.11  C1 1.089
9 H -3.30 0.82 -0.45  C1 1.084
10 H -3.71 -0.15 0.81  C1 1.106
11 H -0.77 0.46 1.01  C2 1.065
12 H -1.36 -0.63 -1.71  C3 1.059
13 H -1.10 1.07 -1.48  C3 1.127
14 H 0.76 -1.15 -0.56  C4 1.038
15 H 0.87 -0.44 -2.08  C4 1.024
16 H 1.18 0.84 0.43  C5 1.092
17 H 1.59 1.62 -1.03  C5 1.046
18 H 3.37 -0.16 -1.19  N6 1.028
19 H 2.71 -0.47 0.52  N6 1.102
20 H 1.02 -1.74 1.90  N7 1.002
21 H 1.87 -0.52 2.51  N7 1.018
22 H -1.49 -1.25 0.45  C2 1.167

Values from the calculation:
**LUMO energy (alpha / beta)**: 1.008 / -1.435 eV
**Net charge**: 0
**E_HOMO (alpha / beta)**: -9.07 / -9.04 eV
**Frontier orbital gap (alpha / beta)**: 10.078 / 7.602 eV
**Spin multiplicity**: 2



Arrangement B

C5H15N2 | ωB97M-V/def2-TZVPD

Bonds (Å) are listed after each position.
Positions of all 22 atoms, in Å:
1 N -1.28 -0.78 1.78  C2 1.454, H9 1.007, H10 1.005
2 C -1.49 -0.34 0.41  N1 1.454, C3 1.548, C4 1.524, H11 1.095
3 C -2.97 0.02 0.19  C2 1.548, H12 1.095, H13 1.085, H14 1.092
4 C -0.61 0.87 0.16  C2 1.524, N5 1.418, H15 1.110, H16 1.103
5 N 0.76 0.63 0.45  C4 1.418, C6 1.435
6 C 1.53 1.83 0.61  N5 1.435, H17 1.093, H18 1.092, H19 1.100
7 C 2.72 -1.73 -1.94  H8 1.093, H20 1.088, H21 1.081, H22 1.083
8 H 2.77 -0.67 -1.69  C7 1.093
9 H -0.30 -0.74 2.03  N1 1.007
10 H -1.65 -1.70 1.94  N1 1.005
11 H -1.22 -1.12 -0.32  C2 1.095
12 H -3.08 0.96 -0.37  C3 1.095
13 H -3.45 0.21 1.15  C3 1.085
14 H -3.43 -0.67 -0.52  C3 1.092
15 H -1.03 1.65 0.83  C4 1.110
16 H -0.74 1.20 -0.89  C4 1.103
17 H 1.69 2.33 -0.35  C6 1.093
18 H 2.50 1.58 1.06  C6 1.092
19 H 1.07 2.53 1.32  C6 1.100
20 H 3.21 -2.22 -1.10  C7 1.088
21 H 1.67 -1.98 -1.94  C7 1.081
22 H 3.33 -1.86 -2.82  C7 1.083

Values from the calculation:
**LUMO energy (alpha / beta)**: 1.049 / -0.209 eV
**Net charge**: 0
**E_HOMO (alpha / beta)**: -9.06 / -9.03 eV
**Frontier orbital gap (alpha / beta)**: 10.106 / 8.821 eV
**Spin multiplicity**: 2



arrangement B is the most stable structure; the next one sits 179.2 kJ/mol above it.



Arrangement A

C6H9F | ωB97M-V/def2-TZVPD

Bonds (Å) are listed after each position.
Positions of all 16 atoms, in Å:
1 F 0.61 -0.91 1.13  C2 1.428
2 C 0.66 -0.48 -0.23  F1 1.428, C3 1.498, C6 1.488, C7 1.443
3 C -0.62 -1.02 -0.79  C2 1.498, C4 1.570, H8 1.081, H9 1.122
4 C -1.65 -0.05 -0.11  C3 1.570, C5 1.615, H10 1.126, H11 1.103
5 C -0.87 1.18 0.58  C4 1.615, C6 1.556, H12 1.102, H13 1.079
6 C 0.42 0.99 -0.28  C2 1.488, C5 1.556, C7 1.426, H14 1.141
7 C 1.74 0.46 -0.41  C2 1.443, C6 1.426, H15 1.080, H16 1.117
8 H -0.62 -0.93 -1.86  C3 1.081
9 H -0.88 -2.09 -0.54  C3 1.122
10 H -2.40 0.36 -0.84  C4 1.126
11 H -2.21 -0.59 0.67  C4 1.103
12 H -0.83 0.97 1.66  C5 1.102
13 H -1.24 2.14 0.26  C5 1.079
14 H -0.07 1.03 -1.31  C6 1.141
15 H 2.26 0.57 -1.35  C7 1.080
16 H 2.38 0.34 0.50  C7 1.117

Values from the calculation:
**LUMO energy**: 1.047 eV
**Net charge**: 0
**E_HOMO**: -8.95 eV
**Frontier orbital gap**: 9.993 eV



Arrangement B

C6H9F | ωB97M-V/def2-TZVPD

Bonds (Å) are listed after each position.
Positions of all 16 atoms, in Å:
1 C 0.20 -1.49 0.43  C2 1.370, C3 1.494, H8 1.077
2 C 1.05 -0.44 0.18  C1 1.370, C4 1.382, H9 1.083
3 C -1.27 -1.27 0.62  C1 1.494, C5 1.498, H10 1.101, H11 1.098
4 C 0.66 0.88 0.10  C2 1.382, C6 1.484, H12 1.079
5 C -1.86 -0.48 -0.51  C3 1.498, F7 1.355, H13 1.082
6 C 1.56 1.94 -0.42  C4 1.484, H14 1.093, H15 1.089, H16 1.088
7 F -3.11 0.00 -0.29  C5 1.355
8 H 0.58 -2.49 0.49  C1 1.077
9 H 2.09 -0.68 -0.01  C2 1.083
10 H -1.77 -2.24 0.71  C3 1.101
11 H -1.46 -0.71 1.55  C3 1.098
12 H -0.35 1.16 0.37  C4 1.079
13 H -1.74 -0.80 -1.54  C5 1.082
14 H 1.70 1.84 -1.50  C6 1.093
15 H 2.55 1.85 0.04  C6 1.089
16 H 1.17 2.94 -0.22  C6 1.088

Values from the calculation:
**LUMO energy (alpha / beta)**: 0.849 / -0.052 eV
**Net charge**: 0
**E_HOMO (alpha / beta)**: -7.34 / -7.98 eV
**Frontier orbital gap (alpha / beta)**: 8.190 / 7.924 eV



Arrangement C

C6H9F | ωB97M-V/def2-TZVPD

Bonds (Å) are listed after each position.
Positions of all 16 atoms, in Å:
1 F -0.43 -1.39 -1.14  C2 1.429
2 C -0.77 -0.81 0.12  F1 1.429, C3 1.514, C6 1.614, C7 1.581
3 C 0.57 -0.92 0.81  C2 1.514, C4 1.603, H8 1.193, H9 1.087
4 C 1.49 -0.05 -0.17  C3 1.603, C5 1.490, H10 1.174, H11 1.119
5 C 0.56 0.98 -0.70  C4 1.490, C6 1.525, H12 1.199, H13 1.149
6 C -0.75 0.80 0.06  C2 1.614, C5 1.525, C7 1.476, H14 1.124
7 C -2.05 0.11 0.03  C2 1.581, C6 1.476, H15 1.159, H16 1.090
8 H 0.54 -0.87 2.00  C3 1.193
9 H 0.84 -1.97 0.73  C3 1.087
10 H 2.44 0.31 0.42  C4 1.174
11 H 1.80 -0.81 -0.93  C4 1.119
12 H 0.44 1.09 -1.89  C5 1.199
13 H 0.79 2.08 -0.44  C5 1.149
14 H -0.41 1.02 1.11  C6 1.124
15 H -2.62 0.41 1.00  C7 1.159
16 H -2.44 0.03 -0.99  C7 1.090

Values from the calculation:
**LUMO energy**: 0.972 eV
**Net charge**: 0
**E_HOMO**: -8.40 eV
**Frontier orbital gap**: 9.372 eV



arrangement A is the most stable structure; the next one sits 10.8 kJ/mol above it.